Formula: C24H59B2N2NbO9P
Source: the OMol25 dataset
Level of theory: ωB97M-V/def2-TZVPD

M (u): 665.25
Calculated total energy (hartree): -2184.318201
Lowest unoccupied orbital energy (eV): 2.1
Net charge: -1
Orbital gap (Ha): 0.211
Strongest force on any atom (eV Å⁻¹): 4.8
HOMO (eV): -3.649

Last column: Löwdin charge in e.
Cartesian coordinates (Å):
C1 1.68037 -4.73138 -0.90679  -0.1641
C2 1.18571 -3.41293 -1.21593  -0.3121
Nb1 -0.63031 -3.23235 -2.64395  1.4275
C3 -1.89524 -4.09994 -0.96634  -0.3675
C4 -3.44446 -3.66877 -0.96578  -0.2814
C5 -4.29953 -4.93935 -1.43622  -0.1905
C6 -5.73592 -4.60131 -2.05187  -0.1594
O1 -6.37713 -5.90044 -2.38086  -0.1168
C7 -5.89393 -6.27636 -3.66553  -0.2651
O2 -6.28588 -5.77017 -4.74223  0.0232
C8 0.73136 -2.45010 -4.32648  -0.3210
C9 2.29266 -2.50077 -3.99040  -0.3352
O3 2.84167 -3.85151 -3.93859  -0.2229
C10 4.18206 -3.66853 -3.39088  -0.2814
C11 4.93382 -5.07950 -3.15419  -0.1014
B1 -2.36151 -3.18195 -4.14933  -0.6324
O4 -3.44202 -2.17981 -4.08266  -0.0354
O5 -2.46442 -4.11486 -5.26499  -0.0422
B2 -0.96360 -1.04589 -1.97877  -0.5843
O6 0.23852 -0.19575 -1.99554  -0.0247
O7 -2.23791 -0.49531 -1.56418  -0.1417
C12 -2.60094 0.62635 -2.42363  -0.1179
P1 -0.17836 -5.65223 -3.48575  0.8068
O8 0.29997 -5.61964 -5.14591  -0.4076
O9 -1.61363 -6.60526 -3.40788  -0.4359
H1 2.77873 -5.03277 -1.04191  0.0318
H2 0.90161 -5.50012 -0.56856  0.0305
H3 1.71102 -2.51358 -0.74667  0.0235
H4 -1.44726 -3.71834 0.02465  0.0423
H5 -1.81508 -5.24300 -0.94028  0.0344
H6 -3.72720 -3.48456 0.14159  0.1025
H7 -3.67998 -2.69846 -1.51034  0.0811
H8 -4.49103 -5.57390 -0.49000  0.1248
H9 -3.70056 -5.63494 -2.13634  0.0963
H10 -6.36571 -4.14631 -1.22254  0.1333
H11 -5.67302 -3.98170 -3.00290  0.1138
H12 -5.07190 -7.08138 -3.70955  0.1568
H13 0.48195 -2.99646 -5.30398  0.0450
H14 0.43629 -1.34036 -4.46548  0.0473
H15 2.83658 -1.98418 -4.87741  0.1098
H16 2.57848 -1.86348 -3.07055  0.1029
H17 4.81624 -3.09709 -4.16918  0.1213
H18 4.17014 -3.14546 -2.37299  0.1142
H19 5.34243 -5.53156 -4.11617  0.0679
H20 5.83988 -4.84748 -2.49089  0.0701
H21 4.29023 -5.83160 -2.58493  0.0647
H22 -4.28076 -2.65854 -4.28591  0.0634
H23 -3.05773 -3.67549 -5.92735  0.0883
H24 0.12220 0.53523 -2.64124  0.0814
H25 -2.15579 0.50458 -3.48439  0.0987
H26 -2.18889 1.61124 -2.01789  0.0890
H27 -3.74083 0.66397 -2.53333  0.1025
H28 -0.45272 -5.90790 -5.70494  0.0310
H29 -2.19033 -6.46805 -4.18966  0.0190
C13 1.45857 2.04991 0.62669  -0.0790
C14 0.55915 2.88701 1.52845  -0.2792
N1 -0.86193 2.75853 1.23283  -0.1839
C15 -1.68238 3.75737 1.91241  -0.2517
C16 -1.74273 3.70834 3.43889  -0.0952
C17 -1.40291 1.40117 1.23353  -0.2379
C18 -1.26305 0.58196 2.51576  -0.0758
H30 1.28533 2.28164 -0.42642  0.0764
H31 2.50797 2.26368 0.85006  0.0686
H32 1.30750 0.97871 0.77802  0.0701
H33 0.85589 3.93267 1.39184  0.0935
H34 0.77870 2.63409 2.57510  0.0962
H35 -2.70387 3.71270 1.51832  0.1106
H36 -1.31574 4.74986 1.62180  0.1056
H37 -2.37186 2.89042 3.79224  0.0543
H38 -2.18593 4.63438 3.81871  0.0678
H39 -0.75422 3.61192 3.89378  0.0553
H40 -0.92302 0.84454 0.42263  0.0882
H41 -2.45832 1.43154 0.94589  0.1182
H42 -0.27183 0.67029 2.96635  0.0675
H43 -1.42609 -0.47534 2.29206  0.0759
H44 -2.01013 0.86699 3.25853  0.0515
C19 4.16772 7.96741 6.54970  -0.0961
C20 3.87333 7.41642 5.15964  -0.2761
N2 3.60447 5.98385 5.13538  -0.1937
C21 3.59217 5.42311 3.78561  -0.2450
C22 2.49671 5.89489 2.83123  -0.0900
C23 2.54067 5.51050 6.01529  -0.2466
C24 1.14525 6.10466 5.82705  -0.0832
H45 4.99891 7.43372 7.01656  0.0777
H46 4.44365 9.02310 6.47838  0.0705
H47 3.29743 7.90434 7.20770  0.0628
H48 4.75445 7.62098 4.54163  0.1168
H49 3.04583 7.99121 4.72306  0.0967
H50 3.55577 4.32998 3.85006  0.1128
H51 4.56105 5.64130 3.32048  0.1087
H52 1.53179 5.44684 3.07176  0.0424
H53 2.74192 5.58706 1.81044  0.0728
H54 2.38697 6.98160 2.82411  0.0682
H55 2.84994 5.69403 7.04992  0.0992
H56 2.47412 4.42024 5.94735  0.1154
H57 1.16378 7.18790 5.68879  0.0681
H58 0.53870 5.89987 6.71321  0.0727
H59 0.62795 5.65405 4.97900  0.0446

Atoms 1-6, force components in eV/Å:
-1.14 2.49 -0.56
0.27 -1.68 2.59
3.76 -1.00 2.79
-0.68 -0.27 0.96
-0.14 -0.92 0.96
-0.35 -0.04 0.29